{"formula": "C31H59F3N7O5", "method": "wB97M-V/def2-TZVPD", "s_squared": 2.0082, "spin_multiplicity": 3, "e_tot_ha": -2275.326871, "charge": 1, "elements": ["C", "C", "C", "N", "C", "O", "C", "N", "C", "O", "N", "C", "O", "F", "C", "N", "C", "C", "C", "F", "C", "C", "F", "N", "H", "H", "H", "H", "H", "H", "H", "H", "H", "H", "H", "H", "H", "H", "H", "H", "H", "H", "H", "H", "H", "H", "H", "C", "C", "C", "C", "C", "C", "N", "O", "C", "C", "C", "H", "H", "H", "H", "H", "H", "H", "H", "H", "H", "H", "H", "H", "H", "H", "H", "H", "H", "C", "C", "C", "C", "C", "C", "N", "O", "C", "C", "C", "H", "H", "H", "H", "H", "H", "H", "H", "H", "H", "H", "H", "H", "H", "H", "H", "H", "H"], "coordinates": [[2.093, 2.290, -1.435], [1.786, 0.807, -1.833], [0.657, 0.712, -2.893], [-0.668, 0.384, -2.333], [-1.345, 1.484, -1.734], [-0.868, 1.731, -0.444], [-1.510, 2.812, -2.522], [-2.929, 3.227, -2.318], [-2.818, 4.510, -1.621], [-2.242, 4.619, -0.616], [-3.424, 5.662, -2.192], [-2.885, 5.994, -3.442], [-2.165, 5.358, -4.084], [-3.278, 7.173, -3.889], [-3.615, 2.201, -1.676], [-4.815, 2.186, -1.219], [-5.692, 3.384, -1.368], [-5.922, 3.779, -2.862], [-7.405, 3.780, -3.270], [-7.758, 2.634, -3.946], [-5.410, 1.002, -0.587], [-4.577, 0.390, 0.550], [-5.566, 0.072, -1.605], [-2.778, 1.127, -1.623], [1.248, 2.910, -1.779], [2.976, 2.668, -1.958], [2.152, 2.409, -0.348], [2.703, 0.426, -2.304], [1.606, 0.174, -0.960], [0.926, -0.136, -3.539], [0.679, 1.605, -3.543], [-1.227, -0.066, -3.050], [-0.503, 2.624, -0.391], [-1.476, 2.517, -3.588], [-0.739, 3.581, -2.485], [-3.236, 6.461, -1.582], [-5.207, 4.233, -0.866], [-6.653, 3.221, -0.876], [-5.360, 3.135, -3.549], [-5.528, 4.790, -3.015], [-7.570, 4.612, -3.969], [-8.064, 3.964, -2.409], [-6.418, 1.206, -0.221], [-4.179, -0.562, 0.173], [-3.728, 0.998, 0.875], [-5.212, 0.110, 1.397], [-3.081, 0.314, -2.151], [-3.550, -3.723, 5.816], [-3.466, -3.664, 4.276], [-2.331, -4.573, 3.793], [-0.947, -4.000, 4.084], [-0.817, -2.595, 3.503], [-1.937, -1.645, 3.942], [-3.296, -2.253, 3.813], [-3.641, -2.200, 2.560], [-1.697, -1.196, 5.400], [-1.818, -0.346, 3.134], [-4.806, -4.250, 3.819], [-3.818, -4.731, 6.136], [-2.613, -3.504, 6.321], [-4.314, -3.043, 6.195], [-2.423, -4.738, 2.714], [-2.422, -5.556, 4.261], [-0.753, -3.991, 5.160], [-0.186, -4.647, 3.643], [0.153, -2.174, 3.782], [-0.812, -2.673, 2.410], [-2.579, -0.702, 5.812], [-0.874, -0.481, 5.453], [-1.412, -2.007, 6.066], [-1.855, -0.519, 2.058], [-0.863, 0.138, 3.338], [-2.612, 0.357, 3.399], [-5.638, -3.613, 4.128], [-4.959, -5.233, 4.266], [-4.858, -4.385, 2.739], [7.548, -2.079, -3.007], [6.585, -1.042, -2.393], [7.366, 0.227, -2.036], [8.261, 0.047, -0.813], [7.449, -0.457, 0.376], [6.634, -1.719, 0.069], [5.873, -1.619, -1.214], [4.813, -0.898, -0.995], [7.571, -2.947, 0.032], [5.707, -2.001, 1.257], [5.617, -0.726, -3.538], [7.952, -1.702, -3.948], [8.415, -2.299, -2.392], [7.031, -3.016, -3.223], [6.668, 1.049, -1.842], [7.975, 0.539, -2.888], [9.083, -0.638, -1.036], [8.724, 1.004, -0.558], [8.118, -0.647, 1.219], [6.774, 0.344, 0.696], [7.067, -3.815, -0.396], [7.886, -3.222, 1.039], [8.494, -2.777, -0.518], [5.050, -1.160, 1.482], [6.295, -2.186, 2.157], [5.088, -2.882, 1.074], [5.025, -1.606, -3.804], [6.170, -0.419, -4.426], [4.933, 0.088, -3.296]]}

---

{"formula": "C25H31GeO4Ru", "method": "wB97M-V/def2-TZVPD", "de_lowest_kcal_mol": 3.82, "charge": 3, "elements": ["Ru", "C", "C", "O", "C", "C", "O", "C", "C", "O", "C", "C", "O", "H", "H", "H", "H", "H", "H", "H", "H", "H", "H", "H", "H", "H", "H", "H", "H", "C", "Ge", "C", "C", "C", "C", "C", "C", "C", "C", "C", "C", "C", "C", "C", "C", "C", "C", "H", "H", "H", "H", "H", "H", "H", "H", "H", "H", "H", "H", "H", "H", "H"], "coordinates": [[-0.063, 1.501, -0.315], [1.955, 3.593, -0.342], [1.772, 3.316, 1.139], [1.135, 2.008, 1.228], [0.589, 1.652, 2.530], [-0.137, 0.328, 2.350], [-1.012, 0.371, 1.178], [-2.375, 0.876, 1.338], [-2.408, 2.395, 1.294], [-1.571, 2.788, 0.173], [-1.264, 4.209, 0.048], [-0.313, 4.323, -1.139], [0.738, 3.313, -1.073], [2.688, 2.906, -0.762], [2.286, 4.614, -0.530], [1.140, 4.041, 1.656], [2.737, 3.267, 1.645], [-0.054, 2.464, 2.870], [1.415, 1.540, 3.235], [-0.724, 0.051, 3.225], [0.574, -0.468, 2.138], [-2.804, 0.473, 2.255], [-2.926, 0.464, 0.494], [-2.038, 2.873, 2.202], [-3.426, 2.744, 1.112], [-0.842, 4.559, 0.990], [-2.191, 4.750, -0.150], [0.140, 5.312, -1.198], [-0.838, 4.122, -2.072], [-1.783, 0.287, -2.238], [-0.667, -1.026, -1.345], [1.090, -0.319, -1.322], [1.517, 0.500, -2.386], [2.857, 0.846, -2.527], [3.787, 0.381, -1.610], [3.392, -0.408, -0.528], [2.069, -0.761, -0.393], [-1.268, -2.624, -0.592], [-2.623, -2.626, -0.259], [-3.192, -3.682, 0.451], [-2.393, -4.744, 0.811], [-1.030, -4.814, 0.451], [-0.259, -5.958, 0.773], [1.039, -6.059, 0.356], [1.608, -5.029, -0.416], [0.889, -3.905, -0.734], [-0.440, -3.755, -0.288], [-1.494, 0.294, -3.291], [-1.702, 1.333, -1.887], [-2.831, 0.002, -2.156], [0.814, 0.834, -3.141], [3.172, 1.458, -3.361], [4.834, 0.626, -1.739], [4.129, -0.765, 0.178], [1.773, -1.416, 0.420], [-3.266, -1.803, -0.557], [-4.244, -3.672, 0.698], [-2.821, -5.575, 1.360], [-0.724, -6.758, 1.335], [1.623, -6.939, 0.589], [2.619, -5.141, -0.783], [1.339, -3.164, -1.386]]}

---

{"formula": "C18H37BNO11P", "method": "wB97M-V/def2-TZVPD", "de_lowest_kcal_mol": 5.84, "charge": 0, "smiles": "COB(O)[C@]1(N)OC(=O)O[C@]1(CCCCCOC(C)=O)P(C)O.COCCOCCOC", "elements": ["C", "O", "B", "O", "C", "N", "O", "C", "O", "O", "C", "C", "C", "C", "C", "C", "O", "C", "C", "O", "P", "C", "O", "H", "H", "H", "H", "H", "H", "H", "H", "H", "H", "H", "H", "H", "H", "H", "H", "H", "H", "H", "H", "H", "H", "H", "C", "O", "C", "C", "O", "C", "C", "O", "C", "H", "H", "H", "H", "H", "H", "H", "H", "H", "H", "H", "H", "H", "H"], "coordinates": [[2.326, -2.776, 1.068], [2.046, -2.653, -0.328], [0.935, -3.302, -0.804], [0.953, -4.659, -1.025], [-0.460, -2.512, -0.992], [-1.015, -2.585, 0.366], [-1.348, -3.302, -1.804], [-2.205, -2.494, -2.454], [-3.258, -2.824, -2.909], [-1.693, -1.248, -2.549], [-0.493, -1.148, -1.740], [-0.488, 0.121, -0.897], [-1.742, 0.495, -0.084], [-2.932, 1.013, -0.918], [-4.054, -0.008, -1.179], [-5.417, 0.474, -0.711], [-6.337, -0.624, -0.606], [-6.719, -1.161, -1.786], [-7.246, -2.555, -1.644], [-6.632, -0.574, -2.838], [0.956, -1.181, -2.985], [0.794, 0.465, -3.765], [0.309, -2.158, -4.131], [2.997, -1.953, 1.322], [2.840, -3.710, 1.304], [1.415, -2.659, 1.658], [0.169, -5.072, -0.638], [-0.815, -1.773, 0.929], [-2.004, -2.799, 0.358], [0.408, 0.098, -0.263], [-0.342, 0.963, -1.578], [-1.435, 1.303, 0.588], [-2.092, -0.309, 0.560], [-2.584, 1.440, -1.863], [-3.359, 1.855, -0.359], [-3.826, -0.960, -0.691], [-4.099, -0.220, -2.249], [-5.821, 1.223, -1.394], [-5.340, 0.893, 0.293], [-8.020, -2.725, -2.391], [-7.644, -2.751, -0.650], [-6.425, -3.249, -1.843], [0.976, 1.222, -2.999], [1.599, 0.544, -4.496], [-0.180, 0.671, -4.216], [-0.498, -1.787, -4.519], [6.105, 1.104, 4.108], [5.465, 1.749, 3.031], [5.063, 0.870, 1.998], [3.788, 1.330, 1.328], [2.610, 1.175, 2.110], [2.437, 2.040, 3.222], [2.136, 3.479, 2.871], [3.287, 4.159, 2.406], [3.008, 5.146, 1.440], [7.116, 0.779, 3.839], [6.173, 1.822, 4.924], [5.530, 0.237, 4.453], [4.916, -0.144, 2.390], [5.854, 0.834, 1.236], [3.640, 0.680, 0.461], [3.879, 2.353, 0.959], [3.276, 1.975, 3.916], [1.555, 1.650, 3.736], [1.767, 3.984, 3.775], [1.342, 3.506, 2.115], [2.397, 4.742, 0.624], [3.960, 5.478, 1.030], [2.493, 6.007, 1.880]]}

---

{"formula": "C7H10BrN2", "method": "wB97M-V/def2-TZVPD", "de_lowest_kcal_mol": 57.86, "charge": 1, "elements": ["C", "C", "C", "C", "C", "C", "C", "N", "N", "Br", "H", "H", "H", "H", "H", "H", "H", "H", "H", "H"], "coordinates": [[1.525, 2.396, -0.076], [1.231, 1.053, -0.040], [-0.698, 2.157, -0.012], [-0.004, -2.566, 0.121], [-0.278, -1.761, -1.184], [-0.516, -1.408, 1.121], [-0.821, -0.335, 0.109], [0.299, 3.073, -0.054], [-0.188, 0.930, -0.014], [-2.755, -0.065, -0.237], [2.409, 2.887, 0.226], [1.927, 0.245, 0.035], [-1.682, 2.329, -0.110], [-0.343, -3.544, 0.017], [1.055, -2.618, 0.101], [0.690, -1.638, -1.712], [-1.077, -2.122, -1.800], [-1.280, -1.823, 1.807], [0.323, -1.197, 1.749], [0.183, 4.007, -0.046]]}

---

{"formula": "C56H39N4O11PS2Sr", "method": "wB97M-V/def2-TZVPD", "de_lowest_kcal_mol": 3.00, "charge": -2, "elements": ["Sr", "C", "O", "C", "C", "C", "C", "C", "C", "C", "N", "C", "C", "N", "C", "C", "C", "C", "N", "C", "C", "N", "C", "C", "C", "C", "H", "H", "H", "H", "H", "H", "H", "H", "H", "H", "H", "H", "H", "H", "O", "S", "O", "O", "C", "C", "C", "C", "C", "C", "S", "O", "O", "O", "H", "H", "H", "H", "C", "C", "C", "C", "C", "C", "P", "C", "C", "C", "C", "C", "C", "C", "C", "C", "C", "C", "C", "C", "C", "C", "C", "H", "H", "H", "H", "H", "H", "H", "H", "H", "H", "H", "H", "H", "H", "H", "H", "O", "C", "O", "C", "C", "C", "C", "O", "C", "O", "C", "C", "H", "H", "H", "H", "H"], "coordinates": [[1.155, 1.100, -1.172], [-1.428, -6.191, 10.913], [-2.352, -5.970, 9.871], [-1.876, -5.385, 8.729], [-0.555, -5.013, 8.534], [-0.183, -4.425, 7.328], [-1.105, -4.201, 6.316], [-2.434, -4.582, 6.534], [-2.815, -5.166, 7.722], [-0.749, -3.583, 5.034], [-1.597, -3.343, 4.066], [-0.848, -2.753, 3.069], [0.464, -2.652, 3.447], [0.523, -3.189, 4.713], [1.496, -2.110, 2.619], [2.849, -2.058, 2.967], [3.734, -1.513, 2.075], [3.245, -1.003, 0.868], [1.973, -1.044, 0.516], [1.100, -1.604, 1.371], [-0.310, -1.673, 0.959], [-0.613, -1.164, -0.246], [-1.852, -1.281, -0.678], [-2.876, -1.878, 0.069], [-2.589, -2.363, 1.318], [-1.273, -2.270, 1.787], [-1.987, -6.652, 11.723], [-0.990, -5.253, 11.265], [-0.626, -6.866, 10.599], [0.193, -5.167, 9.298], [0.855, -4.139, 7.204], [-3.152, -4.402, 5.746], [-3.841, -5.461, 7.898], [1.331, -3.228, 5.304], [3.187, -2.431, 3.928], [4.788, -1.429, 2.305], [3.907, -0.531, 0.157], [-2.039, -0.884, -1.669], [-3.875, -1.922, -0.344], [-3.343, -2.814, 1.951], [2.111, 5.510, -0.315], [1.531, 4.228, 0.037], [0.238, 3.971, -0.581], [2.473, 3.119, -0.125], [1.159, 4.381, 1.806], [1.135, 5.698, 2.257], [0.809, 6.012, 3.567], [0.498, 4.999, 4.455], [0.518, 3.683, 4.020], [0.844, 3.358, 2.706], [0.870, 1.589, 2.366], [0.221, 0.968, 3.510], [2.272, 1.255, 2.229], [0.076, 1.408, 1.146], [1.387, 6.471, 1.545], [0.797, 7.047, 3.889], [0.239, 5.228, 5.482], [0.274, 2.868, 4.686], [-3.006, 6.563, -4.070], [-1.661, 6.221, -4.053], [-1.275, 4.946, -3.668], [-2.219, 3.983, -3.312], [-3.565, 4.345, -3.316], [-3.956, 5.623, -3.694], [-1.527, 2.331, -2.832], [-2.875, 1.752, -1.716], [-2.686, 1.983, -0.355], [-3.648, 1.587, 0.567], [-4.808, 0.962, 0.135], [-4.999, 0.717, -1.221], [-4.035, 1.104, -2.141], [-1.850, 1.357, -4.349], [-2.642, 1.774, -5.388], [-2.844, 0.940, -6.512], [-2.250, -0.287, -6.570], [-1.407, -0.737, -5.521], [-0.765, -1.996, -5.578], [0.050, -2.379, -4.548], [0.251, -1.531, -3.434], [-0.329, -0.282, -3.293], [-1.183, 0.091, -4.384], [-3.312, 7.562, -4.359], [-0.909, 6.954, -4.317], [-0.222, 4.692, -3.613], [-4.318, 3.627, -3.016], [-5.008, 5.886, -3.690], [-1.773, 2.456, -0.007], [-3.466, 1.747, 1.622], [-5.553, 0.642, 0.854], [-5.898, 0.214, -1.561], [-4.170, 0.889, -3.196], [-3.124, 2.744, -5.362], [-3.477, 1.283, -7.324], [-2.409, -0.936, -7.427], [-0.922, -2.635, -6.443], [0.554, -3.341, -4.596], [0.918, -1.900, -2.654], [2.624, 1.367, -3.375], [3.365, 0.421, -3.029], [3.345, -0.135, -1.900], [4.354, -0.122, -4.048], [4.388, 0.422, -5.325], [5.269, -0.052, -6.301], [6.102, -1.076, -5.927], [7.031, -1.761, -6.695], [7.786, -2.485, -5.736], [6.973, -2.675, -4.595], [6.066, -1.623, -4.658], [5.202, -1.177, -3.693], [3.699, 1.227, -5.541], [5.294, 0.358, -7.302], [8.673, -1.896, -5.457], [8.064, -3.453, -6.150], [5.139, -1.598, -2.699]]}

---

{"formula": "C2HNO3S", "method": "wB97M-V/def2-TZVPD", "de_lowest_kcal_mol": 71.14, "charge": 0, "elements": ["C", "C", "N", "O", "O", "O", "S", "H"], "coordinates": [[-0.625, -1.082, -0.270], [-0.592, 1.570, -0.757], [0.281, -0.138, 0.090], [-1.384, -1.116, -1.144], [-1.425, 1.866, -0.043], [2.296, 0.790, 1.272], [1.851, -0.152, 0.288], [-0.403, -1.738, 0.563]]}

---

{"formula": "C3H6NO2", "method": "wB97M-V/def2-TZVPD", "de_lowest_kcal_mol": 41.85, "charge": -1, "elements": ["O", "C", "N", "C", "O", "C", "H", "H", "H", "H", "H", "H"], "coordinates": [[0.707, 2.145, -0.748], [0.342, 0.965, -0.608], [-0.503, 0.510, 0.309], [-1.110, -0.803, 1.481], [-0.761, -1.993, 1.331], [1.044, -0.117, -1.422], [-0.677, 1.313, 0.901], [-2.126, -0.447, 1.296], [-0.707, -0.242, 2.365], [1.124, 0.048, -2.500], [2.093, -0.289, -1.159], [0.574, -1.090, -1.247]]}

---

{"formula": "C33H41ClFN2O5P2SiSn", "method": "wB97M-V/def2-TZVPD", "de_lowest_kcal_mol": 17.56, "charge": -1, "elements": ["Sn", "C", "P", "C", "C", "C", "C", "C", "C", "C", "P", "C", "C", "H", "H", "H", "H", "H", "H", "H", "H", "H", "H", "H", "H", "H", "H", "H", "H", "C", "C", "C", "C", "Si", "O", "C", "C", "C", "C", "C", "C", "C", "C", "C", "C", "C", "C", "H", "H", "H", "H", "H", "H", "H", "H", "H", "H", "H", "H", "H", "H", "H", "H", "H", "H", "H", "Cl", "C", "H", "H", "F", "C", "C", "N", "C", "C", "O", "O", "C", "O", "N", "C", "O", "H", "H", "H", "H"], "coordinates": [[0.382, 0.266, 1.167], [1.227, 1.077, 4.843], [2.081, 0.312, 3.379], [3.550, 1.314, 3.053], [2.745, -1.279, 3.993], [3.167, -1.535, 5.285], [3.971, -2.661, 5.620], [4.357, -3.520, 4.604], [4.023, -3.278, 3.225], [3.142, -2.228, 2.951], [2.567, -1.857, 1.270], [4.181, -1.520, 0.387], [2.167, -3.643, 0.809], [0.478, 0.423, 5.254], [0.703, 1.986, 4.452], [1.941, 1.364, 5.659], [4.263, 1.131, 3.880], [3.191, 2.379, 3.077], [4.006, 1.051, 2.084], [2.898, -0.810, 6.107], [4.242, -2.860, 6.670], [5.036, -4.340, 4.832], [4.352, -3.986, 2.441], [4.383, -2.120, -0.500], [5.039, -1.737, 1.009], [4.233, -0.451, 0.119], [3.089, -4.187, 0.776], [1.678, -3.654, -0.214], [1.445, -4.012, 1.513], [2.525, 0.019, -2.700], [1.278, 0.816, -3.157], [1.232, 0.787, -4.675], [1.353, 2.222, -2.604], [-0.280, -0.029, -2.484], [-0.181, 0.216, -0.836], [-1.968, 0.559, -3.135], [-3.070, -0.222, -2.834], [-4.332, 0.112, -3.287], [-4.508, 1.194, -4.147], [-3.404, 1.963, -4.511], [-2.151, 1.671, -3.996], [-0.337, -1.854, -2.963], [-0.137, -2.857, -2.040], [-0.060, -4.198, -2.432], [-0.286, -4.552, -3.737], [-0.602, -3.563, -4.664], [-0.657, -2.245, -4.298], [3.427, 0.549, -2.911], [2.598, -0.949, -3.216], [2.569, -0.135, -1.620], [2.090, 1.302, -5.067], [0.342, 1.256, -5.098], [1.295, -0.211, -5.095], [2.352, 2.658, -2.811], [1.199, 2.245, -1.529], [0.590, 2.885, -2.982], [-2.907, -1.127, -2.214], [-5.200, -0.426, -2.944], [-5.430, 1.301, -4.706], [-3.493, 2.796, -5.164], [-1.324, 2.395, -4.172], [0.071, -2.570, -1.003], [0.156, -4.895, -1.665], [-0.214, -5.597, -4.045], [-0.823, -3.834, -5.661], [-1.057, -1.524, -5.004], [-1.631, -2.267, 2.167], [-1.603, -0.519, 2.116], [-1.513, -0.151, 3.142], [-2.511, -0.126, 1.587], [-4.800, 6.138, 2.751], [-4.606, 4.831, 2.483], [-3.579, 4.357, 1.724], [-3.498, 2.981, 1.496], [-2.457, 2.547, 0.487], [-1.000, 3.040, 0.739], [-0.762, 4.145, 0.285], [-0.268, 2.209, 1.463], [-4.450, 2.073, 1.953], [-4.376, 0.876, 1.587], [-5.439, 2.586, 2.754], [-5.703, 3.948, 2.942], [-6.782, 4.357, 3.367], [-2.783, 4.972, 1.363], [-2.883, 2.891, -0.436], [-2.483, 1.451, 0.553], [-6.067, 1.875, 3.140]]}